The following is a quantum chemistry calculation of a structure of composition C20H15MnN3S5SbSe4, from the OMol25 dataset.

E = -13922.934378 Eh
HOMO energy (spin up / spin down) = -7.3249 / -7.3172 eV
orbital gap (spin up / spin down) = 5.11 / 5.11 eV
LUMO level (spin up / spin down) = -2.21 / -2.21 eV

```
! RIJCOSX wB97M-V def2-TZVPD def2/J DEFGRID3
* xyz 0 1
Mn -0.1777 0.0119 -2.1505
C -1.9188 1.2610 -0.3703
C -0.8288 2.2701 -0.2734
C -0.9073 3.6077 0.0980
C 0.2873 4.2782 0.3254
C 1.4736 3.5547 0.4164
C 1.4431 2.2058 0.1263
N 0.3399 1.6693 -0.4358
C 2.2794 1.1274 0.7307
C 3.6468 0.9855 0.8866
C 4.0797 -0.1140 1.6292
C 3.1836 -1.0579 2.1223
C 1.8295 -0.9439 1.7628
N 1.4325 0.1724 1.1732
C 0.8632 -2.0767 1.5743
C 1.3578 -3.3602 1.3413
C 0.6289 -4.2041 0.5083
C -0.6563 -3.8473 0.1551
C -1.1835 -2.6624 0.6830
C -2.6565 -2.3835 0.6424
N -0.4027 -1.7635 1.2728
H -1.9580 0.7079 0.5717
H -1.6836 0.5589 -1.2043
H -2.9104 1.6531 -0.5827
H -1.8728 4.0823 0.2017
H 0.2723 5.3369 0.5441
H 2.3862 4.0117 0.7703
H 4.3631 1.6161 0.3797
H 5.1412 -0.3058 1.7358
H 3.5784 -1.9189 2.6479
H 2.3277 -3.6705 1.6984
H 1.1153 -5.0986 0.1279
H -1.2568 -4.4700 -0.4948
H -3.1076 -2.7500 1.5670
H -3.1404 -2.8996 -0.1877
H -2.8789 -1.3166 0.5990
S -5.0898 2.8488 -2.9848
C -3.6994 2.0060 -3.0359
S -3.6385 0.2452 -2.8847
C -1.8982 0.1495 -2.9464
C -1.2085 1.2933 -3.1150
S 0.3678 1.2952 -3.5843
S -2.1155 2.7743 -3.1100
S -1.2485 -1.3452 -3.1291
Se 3.8922 -3.6918 -3.0889
Sb 3.5021 -1.5824 -1.9881
Se 5.0688 -2.8818 -0.6248
Se 5.3141 -0.0334 -2.2780
Se 1.4316 -0.7492 -2.1103
*
```



The following is a quantum chemistry calculation of the molecule C20H15N3O, from the OMol25 dataset.

E = -1010.561409 Eh
HOMO energy = -8.3024 eV
orbital gap = 8.60 eV
LUMO level = 0.29 eV

```
! RIJCOSX wB97M-V def2-TZVPD def2/J DEFGRID3
* xyz 0 1
O 2.1604 0.7843 -0.5565
C 1.0939 0.2570 -0.6670
N 0.8450 -0.5954 -1.7981
C 1.5778 -1.8362 -2.0779
C 0.8731 -2.9980 -2.3894
C 1.5503 -4.2431 -2.5128
N 2.8399 -4.3474 -2.5619
C 3.5564 -3.2710 -2.2429
C 2.9694 -1.9877 -1.9841
N 0.1557 0.5079 0.3983
C -1.1221 0.0411 0.2620
C -1.5065 -1.3012 0.6090
C -2.7575 -1.8075 0.3091
C -3.7144 -0.9878 -0.1223
C -3.4432 0.3846 -0.3764
C -2.1277 0.8573 -0.1805
C -1.9296 2.3934 -0.4382
C -1.1154 3.1041 0.4133
C -0.4019 2.5656 1.5295
C -0.3436 3.5235 2.6339
C 0.6268 3.3603 3.5300
C 1.5165 2.2369 3.3836
C 1.4315 1.4160 2.2570
C 0.3593 1.4560 1.4226
H -0.1680 -0.4970 -2.2037
H -0.2271 -3.0005 -2.3464
H 0.8601 -4.9953 -2.7890
H 4.6804 -3.3673 -2.2774
H 3.6509 -1.2241 -1.6563
H -0.6786 -1.8465 0.9212
H -2.9100 -2.8541 0.3375
H -4.7557 -1.3773 -0.3754
H -4.2865 1.0884 -0.6408
H -2.6131 2.9730 -1.0112
H -1.2181 4.1920 0.3595
H -0.8588 4.4299 2.4696
H 0.9749 4.2072 4.1486
H 2.3664 2.1583 4.0816
H 2.0891 0.6005 2.1417
*
```